C9H14O | wB97M-V/def2-TZVPD

Maximum force (eV Å⁻¹): 0.76
LUMO level (eV): 0.861
HOMO energy (hartree): -0.3103
Relative energy (zero: lowest compared OMol25 entry of this formula, charge and spin) (kcal per mole): 4.1
Structure (SMILES): Cc1ccc(O)cc1.CC

```
! wB97M-V def2-TZVPD RIJCOSX def2/J DEFGRID3
* xyz 0 1
O -1.3968 2.4696 0.4329
C -1.0015 0.3156 1.4502
C 3.3704 1.4302 -0.3434
C -0.7662 -1.0470 1.3038
C -0.6829 -1.6166 0.0398
C -1.1898 1.1130 0.3360
C -1.1450 0.5705 -0.9467
C -0.9238 -0.7883 -1.0531
C -0.3328 -3.0649 -0.1547
C 2.5374 0.2545 -0.8679
H -1.2823 1.2554 -1.7788
H -0.9513 -3.5873 -0.8855
H 2.8465 1.9563 0.4503
H 1.7333 0.0475 -0.1563
H 3.1415 -0.6420 -0.9959
H 4.3142 1.0904 0.0894
H -1.5922 2.6831 1.3656
H -0.8966 -1.2461 -2.0339
H 0.6993 -3.1372 -0.4854
H 1.9917 0.4613 -1.7952
H -0.6121 -1.6588 2.1904
H -0.3984 -3.6179 0.7807
H -1.1032 0.7502 2.4432
H 3.6345 2.1523 -1.1203
*
```

In the natural (NBO) picture, each atom carries the following charge in e: -0.673, -0.302, -0.612, -0.178, -0.057, 0.300, -0.265, -0.183, -0.624, -0.618, 0.229, 0.217, 0.204, 0.212, 0.202, 0.202, 0.477, 0.209, 0.218, 0.206, 0.210, 0.213, 0.207, 0.203